Entry from the OMol25 dataset: a cluster of 12 separate species, C87H177Cl2N13O4 in total at a distorted geometry (ωB97M-V with the def2-TZVPD basis set).

Values from the calculation:
**Gap between HOMO and LUMO**: 6.00 eV
**Multiplicity**: 1
**Net charge**: +8
**M**: 1540.37 g mol⁻¹
**Lowest unoccupied orbital energy**: -15.053 eV
**HOMO energy**: -21.0538 eV

The geometry in XYZ format:
```
283
C87H177Cl2N13O4, DFT ωB97M-V with the def2-TZVPD basis set
C -3.278 -5.541 4.716
C -2.929 -4.358 5.617
C -2.672 -3.072 4.907
C -3.869 -2.331 4.344
C -4.815 -2.074 5.473
C -5.360 -3.275 6.124
N -4.111 -4.010 6.625
O -4.118 -4.512 7.580
C -6.216 -4.135 5.225
C -6.071 -2.784 7.389
C -1.751 -4.647 6.543
H -2.412 -5.742 4.092
H -4.169 -5.326 4.101
H -3.470 -6.385 5.392
H -1.948 -3.308 4.128
H -2.279 -2.333 5.605
H -4.282 -2.885 3.517
H -3.410 -1.389 4.132
H -5.665 -1.444 5.191
H -4.130 -1.558 6.204
H -5.695 -4.176 4.274
H -7.216 -3.646 5.253
H -6.425 -5.193 5.519
H -6.729 -3.483 7.921
H -6.716 -2.030 6.926
H -5.369 -2.344 8.099
H -1.558 -3.882 7.328
H -0.837 -4.603 5.924
H -1.820 -5.641 6.994
C 0.233 2.601 7.564
C 1.456 2.104 6.750
C 1.639 0.644 6.847
C 0.770 -0.340 6.094
C 0.874 0.112 4.626
C 0.456 1.561 4.351
N 1.204 2.490 5.284
O 1.368 3.529 4.933
C -1.095 1.717 4.523
C 0.865 1.892 2.875
C 2.751 2.794 7.099
H -0.664 2.003 7.377
H 0.061 3.644 7.333
H 0.470 2.460 8.612
H 1.649 0.425 7.939
H 2.665 0.347 6.538
H -0.272 -0.379 6.383
H 1.201 -1.326 6.246
H 0.230 -0.500 3.989
H 1.964 -0.041 4.339
H -1.538 1.424 3.556
H -1.571 2.607 4.958
H -1.299 0.972 5.291
H 1.980 1.916 2.732
H 0.292 2.771 2.559
H 0.328 1.173 2.241
H 3.015 2.458 8.095
H 2.575 3.856 7.137
H 3.608 2.477 6.448
C -6.701 3.489 3.356
C -5.606 3.182 2.354
C -6.169 2.603 1.051
C -7.000 3.589 0.257
C -6.055 4.747 -0.209
C -5.454 5.499 0.931
N -4.887 4.396 1.843
O -3.755 4.627 2.371
C -6.390 6.286 1.713
C -4.212 6.302 0.441
C -4.541 2.234 2.908
H -6.814 2.618 4.019
H -7.671 3.583 2.903
H -6.478 4.413 3.905
H -6.872 1.793 1.347
H -5.358 2.246 0.393
H -7.905 3.907 0.766
H -7.350 3.076 -0.659
H -6.512 5.508 -0.852
H -5.319 4.132 -0.746
H -7.408 5.918 1.909
H -6.483 7.226 1.110
H -6.010 6.595 2.711
H -4.040 7.109 1.161
H -4.485 6.720 -0.545
H -3.230 5.799 0.252
H -3.770 2.115 2.171
H -4.918 1.224 3.115
H -4.212 2.688 3.826
C 0.832 0.433 -1.833
C -0.486 -0.454 -1.713
C -0.670 -0.853 -0.235
C -2.114 -1.153 0.176
C -3.250 -0.213 -0.355
C -3.136 0.102 -1.803
N -1.672 0.539 -1.994
O -1.424 1.580 -2.353
C -3.927 1.343 -2.191
C -3.563 -1.077 -2.650
C -0.483 -1.646 -2.694
H 0.650 1.286 -1.131
H 1.028 0.713 -2.866
H 1.671 -0.196 -1.504
H -0.349 0.011 0.353
H -0.011 -1.660 0.039
H -2.233 -1.048 1.258
H -2.416 -2.161 -0.044
H -3.357 0.641 0.292
H -4.199 -0.774 -0.230
H -3.864 1.534 -3.262
H -3.727 2.235 -1.607
H -4.971 1.128 -1.982
H -3.159 -0.979 -3.651
H -4.653 -1.139 -2.780
H -3.249 -2.052 -2.215
H -0.935 -1.376 -3.663
H -1.010 -2.563 -2.317
H 0.570 -1.952 -2.793
C -7.657 -0.546 -2.280
C -7.521 -1.816 -3.060
C -7.342 -3.027 -2.122
C -6.945 -4.236 -2.950
N -6.866 -5.558 -2.172
C -6.031 -5.415 -0.910
C -4.611 -5.276 -1.429
C -4.595 -6.373 -2.547
C -6.080 -6.575 -2.962
C -8.266 -6.101 -1.802
C -9.213 -6.406 -2.994
C -10.454 -7.147 -2.531
H -7.805 0.304 -2.988
H -6.705 -0.367 -1.768
H -8.479 -0.550 -1.534
H -6.675 -1.844 -3.755
H -8.403 -2.062 -3.670
H -8.270 -3.249 -1.606
H -6.595 -2.805 -1.344
H -5.951 -4.061 -3.363
H -7.630 -4.414 -3.799
H -6.106 -6.375 -0.366
H -6.557 -4.627 -0.334
H -3.832 -5.411 -0.655
H -4.435 -4.333 -1.969
H -4.245 -7.327 -2.176
H -3.922 -6.134 -3.390
H -6.445 -7.599 -2.815
H -6.291 -6.324 -4.005
H -8.576 -5.389 -1.043
H -8.086 -7.082 -1.323
H -8.644 -6.952 -3.781
H -9.496 -5.445 -3.452
H -11.266 -7.202 -3.235
H -10.882 -6.662 -1.649
H -10.189 -8.178 -2.270
C 6.071 -6.588 4.614
C 7.282 -5.677 4.916
C 7.097 -4.193 4.417
C 7.555 -4.170 3.012
N 7.285 -2.938 2.278
C 7.977 -1.760 2.840
C 8.184 -0.736 1.771
C 7.936 -1.578 0.479
C 7.883 -3.002 0.902
C 5.820 -2.608 2.176
C 4.941 -3.667 1.590
C 3.569 -3.085 1.305
H 5.202 -6.199 5.146
H 6.329 -7.606 4.921
H 5.901 -6.679 3.541
H 8.219 -6.098 4.532
H 7.367 -5.696 6.026
H 7.725 -3.613 5.082
H 6.048 -3.949 4.480
H 7.193 -4.950 2.325
H 8.657 -4.320 3.094
H 7.429 -1.462 3.723
H 8.941 -2.206 3.011
H 7.480 0.088 1.806
H 9.201 -0.298 1.891
H 6.996 -1.293 -0.013
H 8.745 -1.323 -0.209
H 7.380 -3.770 0.317
H 8.897 -3.367 0.973
H 5.815 -1.667 1.624
H 5.512 -2.363 3.185
H 4.950 -4.518 2.264
H 5.322 -4.011 0.636
H 3.025 -2.610 2.133
H 2.870 -3.849 0.945
H 3.652 -2.396 0.459
C 10.765 3.245 -0.840
C 9.411 3.181 -1.541
C 8.258 3.923 -0.763
C 7.019 3.915 -1.625
N 5.751 4.195 -0.865
C 5.452 3.137 0.164
C 3.968 3.209 0.405
C 3.328 3.620 -0.961
C 4.547 4.011 -1.816
C 5.768 5.584 -0.292
C 6.226 6.743 -1.186
C 5.692 8.094 -0.729
H 10.999 4.308 -0.851
H 11.582 2.745 -1.359
H 10.687 2.922 0.207
H 9.149 2.118 -1.666
H 9.504 3.533 -2.576
H 8.642 4.925 -0.552
H 8.237 3.376 0.203
H 6.884 2.907 -2.095
H 7.021 4.749 -2.306
H 6.091 3.232 1.047
H 5.675 2.165 -0.279
H 3.656 4.040 1.063
H 3.488 2.286 0.784
H 2.519 4.345 -0.890
H 2.909 2.755 -1.453
H 4.468 4.949 -2.369
H 4.776 3.254 -2.558
H 6.489 5.548 0.515
H 4.766 5.781 0.090
H 5.761 6.582 -2.165
H 7.313 6.805 -1.280
H 4.616 8.223 -0.852
H 6.304 8.780 -1.329
H 5.953 8.395 0.274
C 1.259 6.664 -2.771
C -0.275 6.800 -2.633
N -1.099 6.071 -3.617
C -1.950 4.995 -3.219
C -2.601 4.576 -4.367
N -2.129 5.398 -5.382
C -1.309 6.256 -4.893
C -2.489 5.338 -6.805
H 1.679 7.274 -1.959
H 1.620 7.064 -3.738
H 1.592 5.625 -2.915
H -0.530 7.883 -2.710
H -0.607 6.490 -1.637
H -2.076 4.685 -2.184
H -3.315 3.800 -4.581
H -0.789 6.995 -5.461
H -3.080 6.192 -7.146
H -3.065 4.424 -6.993
H -1.565 5.210 -7.405
C 4.728 -2.848 -2.610
C 4.551 -1.694 -3.593
N 5.775 -1.471 -4.386
C 6.213 -2.300 -5.440
C 7.286 -1.666 -5.948
N 7.546 -0.567 -5.162
C 6.594 -0.445 -4.294
C 8.697 0.284 -5.279
H 5.449 -2.526 -1.861
H 5.034 -3.800 -3.012
H 3.802 -3.070 -2.064
H 4.451 -0.742 -3.045
H 3.700 -1.730 -4.260
H 5.662 -3.157 -5.781
H 7.931 -1.937 -6.757
H 6.493 0.341 -3.546
H 8.921 0.897 -4.409
H 8.709 0.850 -6.227
H 9.604 -0.323 -5.427
C -1.707 -2.220 -7.513
C -0.289 -2.077 -7.989
N 0.383 -0.942 -7.519
C 1.635 -1.074 -6.914
C 1.998 0.161 -6.446
N 0.945 0.994 -6.742
C 0.009 0.304 -7.390
C 0.747 2.334 -6.320
H -2.296 -1.408 -7.951
H -1.815 -2.170 -6.408
H -2.141 -3.098 -7.953
H -0.228 -2.080 -9.067
H 0.173 -3.023 -7.674
H 2.189 -1.973 -6.838
H 2.982 0.384 -6.093
H -0.928 0.708 -7.729
H 0.547 2.255 -5.240
H -0.125 2.725 -6.854
H 1.543 2.955 -6.684
Cl -1.735 1.211 -4.908
Cl -1.552 2.176 0.141
```

Löwdin atomic charge list, values in e, 2 entries: 0.03, -0.43